# C30H48N3OSSi

A cluster of 2 separate species, C30H48N3OSSi in total (the ωB97M-V functional and the def2-TZVPD basis, the Open Molecules 2025 dataset).

The geometry in XYZ format:
```
84
C30H48N3OSSi (the ωB97M-V functional and the def2-TZVPD basis)
C 5.250 1.416 3.242
C 5.769 2.216 1.892
C 7.379 2.335 1.454
C 7.818 3.114 0.078
Si 9.638 3.289 -0.585
C 9.473 3.219 -2.540
C 10.300 5.049 -0.174
C 10.803 1.838 -0.091
C 6.648 3.809 -0.895
C 5.080 3.667 -0.440
C 4.563 2.882 0.944
N 3.072 2.797 1.326
C 2.248 2.282 0.139
C 1.172 1.050 0.353
C 0.284 0.504 -0.949
C -0.807 -0.715 -0.813
C -2.370 -0.216 -0.666
C -2.562 1.425 -0.748
C -4.137 1.906 -0.634
C -4.107 3.576 -0.556
N -2.760 4.164 -0.919
C 0.464 1.199 -2.459
C 1.507 2.465 -2.692
C 2.366 2.959 -1.386
S 3.652 4.368 -1.500
H 4.232 0.857 3.001
H 6.088 0.647 3.550
H 5.044 2.110 4.162
H 8.186 1.838 2.159
H 10.443 2.822 -3.060
H 9.082 4.249 -2.958
H 8.596 2.439 -2.746
H 9.813 5.390 0.847
H 9.866 5.781 -1.006
H 11.466 5.146 -0.208
H 11.478 2.048 0.845
H 11.552 1.514 -0.961
H 10.145 0.868 0.135
H 6.983 4.373 -1.891
H 2.748 3.782 1.566
H 1.069 0.587 1.445
H -0.479 -1.383 0.103
H -0.695 -1.388 -1.791
H -2.902 -0.620 0.320
H -2.942 -0.659 -1.609
H -1.927 1.885 0.127
H -2.198 1.742 -1.825
H -4.801 1.559 -1.563
H -4.549 1.482 0.377
H -4.906 3.937 -1.336
H -4.380 3.831 0.564
H -2.381 4.799 -0.182
H -2.743 4.591 -1.871
H -0.162 0.773 -3.355
H 1.690 2.990 -3.741
C -6.758 -4.366 -1.577
C -6.739 -3.732 -0.168
C -7.667 -4.537 0.779
C -7.155 -5.917 1.175
C -5.635 -6.033 1.171
C -4.879 -4.689 1.324
N -5.325 -3.784 0.249
O -4.692 -2.550 0.276
C -3.374 -5.010 1.117
C -5.061 -4.150 2.761
C -7.381 -2.319 -0.288
H -6.140 -3.793 -2.276
H -7.774 -4.396 -1.987
H -6.378 -5.391 -1.571
H -7.836 -3.959 1.697
H -8.664 -4.651 0.329
H -7.542 -6.162 2.172
H -7.569 -6.675 0.500
H -5.329 -6.740 1.953
H -5.337 -6.505 0.226
H -3.181 -5.355 0.093
H -3.044 -5.805 1.797
H -2.735 -4.139 1.305
H -4.697 -4.882 3.494
H -6.104 -3.939 3.011
H -4.491 -3.229 2.926
H -8.412 -2.390 -0.657
H -6.842 -1.678 -0.995
H -7.418 -1.811 0.682
```

Results
**Energy**: -57098.994 eV
**E_HOMO**: -1.3 eV
**Kohn-Sham gap**: 2.7 eV
**Net charge**: -1